C4H7InO4 as an isolated structure in a non-equilibrium geometry, computed with ωB97M-V/def2-TZVPD.

Structure (XYZ):
```
16
Properties=species:S:1:pos:R:3:mulliken_charge:R:1
O 0.0912 -0.3584 0.9110 -0.3569
C 1.0294 0.1272 0.1453 0.8540
O 2.1821 -0.4555 0.2687 -0.6072
In 2.7487 1.3411 1.0188 0.5534
O 1.0068 1.2360 -0.4204 -0.6027
C -0.7893 -1.4717 0.0191 -0.7598
H -1.1278 -0.9116 -0.8621 0.4527
H -0.7007 -2.5643 0.0618 0.3400
H -1.6083 -1.4728 0.7501 0.2887
C 1.7484 -2.0440 -2.0758 0.2921
C 0.9020 -3.0402 -1.6525 -0.6819
O 3.1010 -2.1506 -2.1551 -0.3005
H 1.3947 -1.3143 -2.8086 0.3852
H 1.2328 -3.6588 -0.8121 0.3834
H 0.0447 -3.2544 -2.2922 0.3874
H 3.4463 -2.5942 -1.3718 0.3721
```

The expectation value of S² is 0.757. The calculation puts the HOMO-LUMO gap (spin up / spin down) at 7.12 / 3.76 eV. As for the multiplicity: 2. As for the LUMO energy (spin up / spin down): -5.2 / -8.3 eV. The charge is +1.